{
  "formula": "C6H16NO",
  "method": "ωB97M-V with the def2-TZVPD basis set",
  "symbols": ["N", "C", "C", "C", "C", "C", "C", "O", "H", "H", "H", "H", "H", "H", "H", "H", "H", "H", "H", "H", "H", "H", "H", "H"],
  "positions_angstrom": [[-0.929, 2.576, 1.157], [-1.406, 1.938, -0.094], [-0.396, 0.744, -0.237], [-0.675, -0.244, -1.327], [-0.059, -1.632, -1.056], [1.488, -1.496, -0.681], [1.600, -1.615, 0.944], [0.378, -2.041, 1.438], [-1.126, 3.646, 1.134], [0.104, 2.746, 1.070], [-1.121, 2.072, 1.978], [-1.101, 2.615, -1.051], [-2.434, 1.689, -0.077], [-0.377, 0.264, 0.684], [0.630, 1.137, -0.359], [-0.258, 0.105, -2.266], [-1.735, -0.460, -1.676], [-0.248, -2.231, -2.064], [-0.621, -2.135, -0.248], [1.856, -2.307, -1.243], [2.068, -0.539, -0.915], [1.679, -0.599, 1.254], [2.340, -2.349, 1.222], [0.346, -1.884, 2.414]],
  "lowdin_charge": [0.15, -0.12, -0.22, -0.23, -0.19, -0.11, -0.24, -0.13, 0.22, 0.18, 0.15, 0.19, 0.12, 0.08, 0.12, 0.11, 0.14, 0.15, 0.10, 0.07, 0.12, 0.08, 0.12, 0.13],
  "orbital_gap_ev": 9.31,
  "total_energy_ev": -10010.244,
  "smiles": "[NH3+]CCCCCCO",
  "charge": 1,
  "homo_energy_ev": -13.235,
  "relative_energy_ev": 3.069
}